The following is a quantum chemistry calculation of C65H96F12N16O25S12 as an isolated structure in a non-equilibrium geometry, from the Open Molecules 2025 dataset.

Atoms and positions in Å:
C 9.753 17.950 29.220
C 11.137 18.400 28.808
C 11.989 18.638 30.047
C 13.297 19.176 29.708
N 14.217 19.350 30.904
C 13.569 20.214 31.988
C 14.750 20.938 32.665
C 15.976 20.675 31.842
C 15.413 20.206 30.503
C 14.653 18.024 31.444
H 9.190 18.677 29.818
H 9.784 16.983 29.686
H 9.132 17.657 28.373
H 11.106 19.274 28.129
H 11.649 17.579 28.298
H 12.068 17.742 30.586
H 11.422 19.348 30.638
H 13.274 20.145 29.214
H 13.852 18.496 29.042
H 12.958 19.559 32.637
H 12.958 20.966 31.499
H 14.794 20.655 33.724
H 14.402 21.985 32.705
H 16.566 19.942 32.383
H 16.504 21.589 31.689
H 16.084 19.654 29.873
H 14.974 21.068 30.024
H 13.775 17.380 31.621
H 15.169 18.152 32.415
H 15.256 17.487 30.706
C 12.060 19.889 15.760
N 13.387 19.998 15.167
C 14.117 18.894 14.914
C 15.430 18.961 14.401
C 16.047 20.235 14.367
C 15.329 21.347 14.693
C 13.968 21.189 15.076
C 17.538 20.373 14.099
C 18.053 19.869 12.908
C 19.345 20.186 12.539
N 20.146 20.898 13.357
C 19.686 21.229 14.559
C 18.360 21.001 14.970
C 21.514 21.298 13.004
H 11.843 20.730 16.449
H 11.948 18.909 16.219
H 11.319 19.962 14.934
H 13.708 17.930 15.208
H 15.901 18.039 14.203
H 15.777 22.356 14.828
H 13.322 22.095 15.353
H 17.513 19.229 12.205
H 19.736 19.880 11.536
H 20.289 21.780 15.346
H 18.045 21.365 15.958
H 22.018 20.523 12.444
H 21.995 21.437 13.985
H 21.500 22.234 12.440
C 18.281 21.264 28.349
N 18.524 20.899 26.974
C 17.775 21.492 26.087
C 17.913 21.253 24.741
C 18.848 20.354 24.340
C 19.661 19.680 25.288
C 19.434 19.962 26.615
C 18.941 20.143 22.849
C 18.570 18.954 22.220
C 18.664 18.896 20.863
N 18.923 19.977 20.086
C 19.165 21.186 20.635
C 19.251 21.248 22.058
C 18.985 19.749 18.650
H 19.078 21.008 29.006
H 17.351 20.721 28.609
H 18.073 22.332 28.347
H 17.006 22.153 26.374
H 17.176 21.736 24.093
H 20.425 18.958 25.110
H 20.124 19.594 27.370
H 18.267 18.091 22.764
H 18.485 17.958 20.331
H 19.286 22.030 19.975
H 19.592 22.155 22.573
H 18.959 20.710 18.134
H 18.089 19.163 18.329
H 19.949 19.274 18.428
C 17.148 29.426 24.961
N 18.406 28.819 24.458
C 18.550 28.517 23.160
C 19.718 27.937 22.684
C 20.827 27.800 23.459
C 20.680 28.095 24.854
C 19.463 28.579 25.304
C 22.081 27.228 22.930
C 22.056 26.112 22.127
C 23.197 25.549 21.564
N 24.412 26.109 21.840
C 24.501 27.195 22.596
C 23.396 27.818 23.146
C 25.530 25.450 21.067
H 17.226 29.584 26.014
H 16.362 28.677 24.806
H 16.939 30.330 24.408
H 17.676 28.750 22.536
H 19.872 27.722 21.614
H 21.548 27.913 25.494
H 19.360 28.861 26.327
H 21.084 25.628 21.898
H 23.127 24.667 20.947
H 25.508 27.574 22.651
H 23.456 28.738 23.642
H 26.467 25.755 21.553
H 25.432 25.776 20.050
H 25.422 24.366 21.200
C 22.548 12.743 24.975
N 21.229 13.196 24.413
C 21.080 14.049 23.412
C 19.855 14.403 22.841
C 18.725 13.806 23.356
C 18.907 12.919 24.401
C 20.121 12.621 24.936
C 17.434 13.889 22.664
C 16.349 13.169 23.069
C 15.119 13.377 22.575
N 14.890 14.258 21.646
C 15.937 14.943 21.129
C 17.222 14.723 21.545
C 13.522 14.485 21.098
H 23.357 13.146 24.430
H 22.567 11.673 25.078
H 22.570 13.170 25.974
H 22.057 14.515 23.121
H 19.812 15.221 22.117
H 18.026 12.478 24.826
H 20.315 11.887 25.675
H 16.401 12.445 23.843
H 14.355 12.744 22.955
H 15.760 15.717 20.385
H 18.022 15.281 21.145
H 13.549 15.312 20.459
H 12.809 14.704 21.890
H 13.209 13.602 20.547
C 24.009 12.194 11.449
C 24.363 12.757 12.794
N 24.242 11.787 13.971
C 23.042 10.926 13.810
C 25.476 10.814 13.904
C 25.569 9.768 14.983
C 24.323 12.487 15.326
C 23.311 13.563 15.700
O 21.999 13.024 15.729
C 20.991 14.075 15.954
H 22.968 11.996 11.225
H 24.634 11.387 11.333
H 24.409 12.898 10.713
H 23.789 13.643 13.086
H 25.411 13.137 12.807
H 22.123 11.523 13.750
H 22.956 10.296 14.668
H 23.175 10.288 12.948
H 26.369 11.472 14.051
H 25.358 10.435 12.903
H 25.344 10.258 15.911
H 26.577 9.349 14.985
H 24.816 8.976 14.914
H 25.320 12.827 15.568
H 24.064 11.620 15.946
H 23.386 14.390 14.958
H 23.532 13.968 16.710
H 21.265 14.694 16.807
H 20.012 13.640 16.039
H 20.992 14.724 15.039
N 17.775 16.781 14.448
S 18.352 16.271 13.150
O 19.059 15.075 13.289
O 18.970 17.196 12.274
F 16.987 15.865 12.502
S 18.759 17.301 15.610
O 19.825 18.138 15.211
O 18.935 16.386 16.697
F 17.639 18.318 16.244
N 21.610 21.154 18.012
S 22.750 20.207 18.755
O 22.142 19.272 19.630
O 23.911 20.948 19.160
F 23.194 19.305 17.495
S 21.761 22.631 17.606
O 22.381 23.479 18.578
O 20.598 23.117 17.005
F 22.813 22.794 16.357
N 13.854 24.160 28.256
S 14.051 23.024 27.201
O 15.315 22.477 27.235
O 13.306 23.257 26.021
F 13.070 21.831 27.883
S 14.891 24.328 29.446
O 16.208 24.862 29.181
O 14.827 23.198 30.265
F 14.225 25.464 30.206
N 16.971 17.389 25.094
S 17.279 16.204 25.931
O 17.280 14.982 25.184
O 16.748 16.343 27.245
F 18.766 16.425 26.294
S 15.556 18.115 25.256
O 15.549 19.071 26.325
O 14.482 17.246 24.972
F 15.633 18.952 23.984
N 22.121 23.671 23.903
S 21.252 23.877 25.200
O 21.926 24.571 26.243
O 20.449 22.723 25.607
F 20.157 24.804 24.575
S 23.618 22.788 24.156
O 24.111 22.722 22.777
O 23.589 21.609 24.917
F 24.555 23.654 24.987
N 15.261 20.243 19.606
S 15.493 21.276 18.466
O 16.465 22.199 18.976
O 14.426 21.505 17.620
F 16.359 20.333 17.372
S 14.707 18.803 19.327
O 13.254 18.769 19.232
O 15.452 17.832 20.119
F 15.087 18.279 17.834

As for the LUMO energy: -8.768 eV. The value obtained for the calculated total energy is -11266.825925 Eh. The charge is +4. The frontier orbital gap is 5.730 eV. As for the HOMO energy: -0.5328 Ha. The spin multiplicity is 1.



The following is a quantum chemistry calculation of a 3-piece molecular cluster, C13H27FN2O7S overall, from the Open Molecules 2025 dataset.

Atoms and positions in Å:
C 0.441 3.561 2.998
C 1.753 2.865 2.786
O 2.530 3.094 1.897
O 1.976 1.931 3.735
C 3.100 1.067 3.490
C 2.862 0.159 2.281
C 3.087 -1.340 2.549
C 1.978 -2.212 1.962
C 1.895 -2.121 0.444
O 0.498 -2.143 0.032
S -0.065 -1.026 -0.927
O 0.944 -0.642 -1.883
O 0.104 0.327 0.129
F -0.904 0.138 1.112
H 0.523 4.249 3.840
H -0.337 2.839 3.234
H 0.188 4.118 2.101
H 3.990 1.680 3.358
H 3.208 0.496 4.409
H 1.836 0.312 1.946
H 3.497 0.491 1.462
H 4.042 -1.652 2.121
H 3.140 -1.536 3.621
H 2.124 -3.249 2.262
H 1.015 -1.899 2.370
H 2.376 -1.224 0.057
H 2.357 -2.976 -0.043
C -0.259 1.421 -7.005
C 0.235 2.686 -6.337
O 0.359 3.730 -6.954
N 0.537 2.613 -5.014
C 0.451 1.466 -4.131
H -0.452 1.651 -8.048
H 0.486 0.627 -6.944
H -1.178 1.063 -6.540
H 0.861 3.486 -4.627
H -0.242 1.663 -3.311
H 1.422 1.221 -3.704
H 0.093 0.599 -4.676
C -5.214 -2.778 0.280
C -3.712 -2.668 0.414
O -2.958 -3.015 -0.478
N -3.220 -2.157 1.575
C -3.953 -1.689 2.732
H -5.429 -3.199 -0.697
H -5.632 -3.428 1.050
H -5.689 -1.800 0.362
H -2.213 -2.106 1.597
H -3.747 -0.634 2.926
H -3.687 -2.261 3.623
H -5.020 -1.799 2.566

As for the LUMO energy: 0.216 eV. The value obtained for the calculated total energy is -1645.678427 Eh. The charge is 0. The frontier orbital gap is 9.412 eV. As for the HOMO energy: -0.3380 Ha. The spin multiplicity is 1.



The following is a quantum chemistry calculation of C12H22ClN4 as an isolated structure in a non-equilibrium geometry, from the Open Molecules 2025 dataset.

Atoms and positions in Å:
C -16.195 -10.169 11.988
C -15.937 -9.080 10.924
N -16.721 -9.419 9.750
C -18.108 -9.575 9.692
C -18.402 -9.902 8.364
N -17.225 -9.889 7.651
C -16.182 -9.588 8.468
C -16.985 -10.356 6.284
H -15.804 -9.893 12.967
H -15.686 -11.086 11.691
H -17.201 -10.548 12.169
H -14.897 -9.141 10.605
H -16.119 -8.061 11.264
H -18.692 -9.487 10.596
H -19.327 -10.117 7.849
H -15.146 -9.560 8.166
H -17.088 -11.434 6.410
H -16.031 -10.111 5.818
H -17.840 -9.940 5.750
C -13.795 -7.865 14.552
C -13.157 -9.309 14.531
N -11.905 -9.461 15.206
C -11.606 -10.065 16.452
C -10.321 -10.028 16.696
N -9.701 -9.494 15.563
C -10.655 -9.094 14.679
C -8.277 -9.494 15.377
H -13.113 -7.237 13.980
H -13.742 -7.381 15.528
H -14.803 -7.737 14.159
H -13.101 -9.591 13.479
H -13.880 -10.036 14.898
H -12.499 -10.271 17.024
H -9.739 -10.195 17.590
H -10.400 -8.591 13.758
H -7.711 -8.723 15.899
H -8.061 -9.342 14.319
H -7.865 -10.427 15.761
Cl -14.982 -8.815 13.268

As for the LUMO energy: -2.133 eV. The value obtained for the calculated total energy is -1149.005311 Eh. The charge is +1. The frontier orbital gap is 3.913 eV. As for the HOMO energy: -0.2222 Ha. The value obtained for the energy above the lowest of the compared OMol25 structures with the same formula, charge and spin is 12.065 eV. The spin multiplicity is 1.



The following is a quantum chemistry calculation of one molecule with the formula C8HN5 in a non-equilibrium geometry, from the Open Molecules 2025 dataset.

Atoms and positions in Å:
C -1.612 -0.655 -0.168
C 1.789 0.747 0.331
C 1.691 -0.938 2.718
C 0.763 -2.274 1.085
C -0.815 -1.001 2.405
C -0.388 0.072 -0.299
C 0.595 0.072 0.646
C 0.573 -1.054 1.799
N -2.441 -1.482 -0.123
N 2.790 1.324 0.188
N 2.583 -0.796 3.405
N 0.919 -3.196 0.449
N -1.832 -0.852 2.869
H -0.311 0.838 -1.030

As for the LUMO energy (alpha / beta): -0.205 / -5.141 eV. The value obtained for the calculated total energy is -578.984233 Eh. The charge is 0. The frontier orbital gap (alpha / beta) is 8.667 / 7.594 eV. As for the HOMO energy (alpha / beta): -0.3260 / -0.4680 Ha. The spin multiplicity is 3.



Question: What is the charge in the first record?
Answer: +4



Question: What is the charge in the first record?
Answer: +4